[1]
{
  "formula": "C22H29AgO11",
  "method": "the ωB97M-V functional and the def2-TZVPD basis",
  "species": ["Ag", "C", "C", "O", "H", "H", "H", "H", "H", "C", "C", "C", "O", "C", "C", "C", "O", "H", "H", "H", "H", "C", "C", "C", "O", "C", "C", "C", "O", "H", "H", "H", "H", "C", "C", "O", "C", "O", "O", "C", "H", "H", "H", "H", "H", "H", "H", "H", "C", "C", "O", "C", "O", "O", "C", "H", "H", "H", "H", "H", "H", "H", "H"],
  "positions_angstrom": [[0.503, -0.044, -0.298], [0.544, -3.113, -0.033], [1.781, -2.831, -0.908], [1.791, -1.607, -1.523], [0.632, -2.489, 0.858], [0.436, -4.169, 0.191], [-0.341, -2.786, -0.577], [1.820, -3.718, -1.575], [2.661, -2.987, -0.275], [2.828, 0.888, -3.306], [3.737, 0.918, -4.225], [5.126, 1.366, -3.979], [5.958, 1.612, -4.830], [5.417, 1.510, -2.463], [4.473, 1.601, -1.596], [3.020, 1.364, -1.896], [2.157, 1.483, -1.072], [1.839, 0.493, -3.477], [3.620, 0.601, -5.252], [6.477, 1.581, -2.265], [4.711, 1.761, -0.560], [-5.122, -1.254, 1.429], [-4.027, -0.555, 1.448], [-2.619, -1.167, 1.321], [-1.614, -0.472, 1.327], [-2.655, -2.661, 1.201], [-3.787, -3.309, 1.150], [-5.177, -2.729, 1.256], [-6.163, -3.405, 1.236], [-6.066, -0.741, 1.511], [-3.919, 0.520, 1.582], [-1.677, -3.119, 1.165], [-3.773, -4.385, 1.061], [-4.934, 2.061, -3.483], [-4.264, 2.548, -2.198], [-3.184, 1.599, -1.873], [-2.341, 1.826, -0.866], [-1.297, 1.338, -0.825], [-2.883, 2.612, 0.083], [-2.015, 3.029, 1.197], [-4.253, 2.214, -4.324], [-5.829, 2.649, -3.716], [-5.305, 1.038, -3.481], [-4.935, 2.445, -1.335], [-3.934, 3.581, -2.351], [-1.330, 2.190, 1.305], [-2.824, 3.258, 1.887], [-1.493, 3.943, 0.884], [5.027, -0.124, 1.701], [3.752, -0.943, 1.754], [3.063, -0.748, 3.069], [1.838, -0.230, 3.087], [1.320, 0.395, 2.176], [1.285, -0.501, 4.247], [-0.054, -0.032, 4.567], [4.864, 0.955, 1.721], [5.542, -0.444, 0.795], [5.681, -0.320, 2.549], [3.968, -2.008, 1.764], [3.071, -0.649, 0.956], [-0.507, -0.687, 5.320], [-0.616, -0.056, 3.636], [-0.006, 0.906, 5.130]],
  "forces_ev_per_angstrom": [[0.566, -1.006, -0.362], [0.418, 0.730, -0.436], [-0.285, -0.712, -0.034], [-0.585, 0.663, 0.581], [-0.206, -0.138, 0.405], [0.036, -0.223, 0.366], [-0.120, 0.002, -0.198], [0.068, 0.377, -0.564], [0.374, 0.024, 0.395], [-2.676, -0.131, 2.024], [2.288, 0.165, -2.292], [0.138, 0.288, 1.782], [-0.656, -0.324, 0.550], [2.099, -0.069, -3.786], [-2.087, 0.053, 2.428], [2.159, -0.440, -1.477], [-0.374, 0.492, 0.272], [-0.195, -0.079, -0.211], [-0.558, -0.149, -0.050], [0.077, 0.194, 0.375], [-0.044, 0.105, 0.387], [-2.302, -0.282, -0.120], [3.621, 0.921, 0.053], [-1.258, -0.159, 0.025], [-1.009, -0.737, 0.149], [1.809, 1.831, 0.151], [-1.571, -1.640, -0.061], [2.397, 0.745, 0.062], [-0.659, -0.151, -0.031], [-0.375, 0.019, 0.090], [-0.675, -0.047, -0.066], [-0.100, -0.305, -0.075], [-0.043, -0.213, -0.034], [-0.012, 0.416, -0.219], [-0.746, -1.353, 0.457], [-0.137, 0.717, -0.949], [-4.373, 2.153, 0.094], [4.162, -1.685, 0.146], [0.119, 0.266, -0.595], [-0.915, -0.142, -1.910], [-0.024, -0.263, 0.046], [0.222, 0.263, 0.289], [0.436, -0.170, 0.312], [-0.078, 0.589, -0.343], [0.350, -0.335, 0.399], [0.004, 0.229, 1.064], [0.879, -0.200, 0.885], [-0.048, -0.282, 0.233], [-0.051, -0.247, 0.351], [-0.410, 0.772, 1.124], [0.139, -0.148, -0.527], [0.157, 0.446, -1.346], [0.017, -0.270, 0.471], [-0.474, -0.258, 1.485], [0.484, -0.265, 0.065], [-0.245, -0.080, -0.327], [0.138, 0.297, -0.089], [-0.021, -0.287, 0.043], [-0.066, 0.004, -0.279], [-0.062, -0.289, -0.024], [0.429, -0.520, -0.504], [-0.266, 0.544, 0.220], [0.121, 0.297, -0.869]],
  "mulliken_charge": [1.24, -0.87, -0.58, -0.74, 0.08, 0.43, 0.26, 0.38, 0.18, -0.28, -0.42, 0.26, -0.56, -0.40, -0.27, 0.58, -0.76, 0.36, 0.38, 0.41, 0.40, -0.45, -0.17, 0.44, -0.02, -0.47, -0.35, 0.15, -0.53, 0.43, 0.27, 0.52, 0.41, -1.28, -0.10, -0.23, 0.54, -0.40, -0.39, -0.41, 0.32, 0.39, 0.32, 0.26, 0.28, 0.06, 0.25, 0.28, -1.43, 0.61, -0.39, 0.74, -0.68, -0.40, -0.21, 0.25, 0.39, 0.39, 0.23, -0.12, 0.24, -0.11, 0.28],
  "charge": 0,
  "total_energy_ev": -49801.1283,
  "homo_ev": -7.055,
  "lumo_energy_ev": -1.7
}



[2]
{
  "formula": "C22H29BN3O11S",
  "method": "the ωB97M-V functional and the def2-TZVPD basis",
  "species": ["C", "C", "C", "C", "N", "B", "O", "C", "N", "C", "O", "C", "N", "C", "S", "C", "C", "O", "H", "H", "H", "H", "H", "H", "H", "H", "H", "H", "H", "H", "H", "H", "H", "H", "H", "H", "H", "H", "H", "C", "C", "C", "O", "C", "C", "C", "O", "O", "O", "H", "H", "H", "H", "C", "C", "C", "O", "C", "C", "C", "O", "O", "O", "H", "H", "H", "H"],
  "positions_angstrom": [[-0.273, -5.909, -0.128], [0.465, -6.029, 1.282], [2.027, -5.848, 1.132], [2.620, -4.680, 2.000], [1.983, -3.369, 1.764], [2.810, -2.449, 0.864], [2.063, -1.149, 0.922], [1.433, -0.789, -0.269], [-0.065, -0.705, -0.294], [-0.569, -1.514, 0.528], [-1.134, -2.445, 0.891], [2.066, -1.785, -1.359], [2.753, -1.102, -2.463], [1.052, -2.818, -2.093], [2.033, -4.354, -2.503], [2.555, -4.182, -4.286], [1.244, -4.444, -5.162], [2.844, -2.696, -0.589], [-1.086, -6.684, -0.158], [-0.774, -4.910, -0.207], [0.454, -6.080, -0.959], [0.304, -7.094, 1.611], [0.020, -5.335, 2.033], [2.301, -5.650, 0.067], [2.538, -6.814, 1.406], [3.738, -4.686, 1.879], [2.425, -4.967, 3.077], [1.933, -2.926, 2.685], [3.938, -2.157, 1.195], [1.737, 0.292, -0.393], [3.594, -1.627, -2.729], [3.097, -0.181, -2.170], [0.290, -3.180, -1.353], [0.596, -2.373, -3.008], [2.976, -3.164, -4.444], [3.300, -5.000, -4.451], [1.039, -5.540, -5.049], [0.400, -3.868, -4.717], [1.484, -4.153, -6.213], [-4.774, 1.848, 1.414], [-3.604, 1.249, 1.152], [-2.301, 1.871, 1.551], [-1.264, 1.288, 1.313], [-2.340, 3.175, 2.217], [-3.510, 3.771, 2.474], [-4.811, 3.135, 2.099], [-5.853, 3.708, 2.370], [-3.571, 4.967, 3.080], [-3.546, 0.070, 0.521], [-5.721, 1.408, 1.133], [-1.393, 3.623, 2.485], [-4.524, 5.173, 3.150], [-2.594, -0.148, 0.452], [-0.124, 8.952, 0.612], [0.198, 8.223, -0.461], [-0.413, 6.880, -0.706], [-0.104, 6.261, -1.707], [-1.361, 6.366, 0.281], [-1.680, 7.094, 1.357], [-1.089, 8.449, 1.587], [-1.422, 9.085, 2.571], [-2.549, 6.640, 2.281], [1.084, 8.661, -1.372], [0.310, 9.925, 0.799], [-1.782, 5.386, 0.101], [-2.607, 7.350, 2.950], [1.138, 7.953, -2.044]],
  "forces_ev_per_angstrom": [[-0.303, -0.061, 1.111], [0.304, -0.810, -1.008], [0.108, 0.434, 0.153], [-0.468, -0.983, 0.802], [1.035, -1.337, 0.065], [-0.676, 1.570, -0.346], [-1.604, 0.907, -0.425], [2.284, 1.371, 0.114], [-0.260, -1.914, 2.610], [1.735, 1.350, -4.421], [-1.306, -0.880, 2.047], [-1.114, -2.408, 0.015], [0.728, 0.579, 0.615], [0.516, 0.509, 0.448], [-0.009, 0.270, -0.803], [-1.744, -0.035, 0.304], [1.518, -0.076, 0.564], [-0.067, 1.000, -0.471], [0.654, 0.669, -0.217], [0.611, -0.778, -0.193], [-0.787, 0.224, 0.601], [0.014, 1.039, 0.009], [0.459, -0.463, -0.620], [-0.317, -0.094, 0.714], [-0.346, 0.894, -0.146], [-0.705, 0.164, -0.031], [0.266, 0.168, -0.884], [-0.107, 0.065, -0.601], [0.602, -0.517, 0.598], [-0.227, -0.978, -0.729], [-0.480, -0.019, 0.282], [-0.168, -0.460, 0.066], [0.597, 0.328, -0.801], [0.164, -0.411, 0.757], [-0.164, -0.840, -0.035], [-0.473, 0.885, 0.127], [-0.065, 1.026, -0.390], [0.624, -0.379, -0.649], [-0.635, -0.331, 0.584], [-0.153, 0.356, 0.181], [-0.542, -0.693, -0.384], [0.578, 0.438, 0.231], [-0.532, 0.032, 0.118], [0.068, -0.125, -0.170], [0.491, 0.551, 0.416], [-0.399, -0.572, -0.370], [0.243, 0.288, 0.139], [-1.812, -2.486, 0.832], [0.501, 0.678, 0.400], [0.031, -0.017, 0.002], [-0.011, -0.029, 0.038], [0.036, -0.092, 0.010], [-0.063, -0.070, -0.138], [-0.172, 0.046, 0.262], [0.505, 0.688, -0.130], [-0.397, -0.617, 0.144], [0.210, 0.358, -0.048], [0.158, 0.008, -0.262], [-0.520, -0.494, 0.251], [0.424, 0.488, -0.150], [-0.184, -0.290, 0.028], [1.784, 2.552, -1.377], [-0.478, -0.632, 0.122], [0.001, -0.019, -0.021], [0.003, 0.007, 0.013], [0.003, -0.093, 0.022], [0.034, 0.063, 0.020]],
  "mulliken_charge": [-0.64, -0.43, -0.20, -1.03, -0.08, 0.57, -0.68, -0.19, -0.37, 0.59, -0.45, 0.81, -0.65, -0.42, -0.14, -0.47, -0.87, -0.68, 0.36, -0.02, 0.15, 0.34, 0.27, -0.02, 0.40, 0.25, 0.42, 0.15, -0.34, 0.28, 0.27, 0.30, -0.31, 0.47, 0.28, 0.30, 0.22, 0.28, 0.31, -0.93, 0.33, 0.96, -0.34, -1.07, 0.28, 1.02, -0.65, -0.56, -0.58, 0.43, 0.52, 0.34, 0.22, -0.93, 0.32, 0.86, -0.61, -0.73, 0.11, 0.89, -0.64, -0.32, -0.57, 0.42, 0.51, 0.33, 0.36],
  "charge": -1,
  "total_energy_ev": -61788.7992,
  "homo_ev": -4.450,
  "lumo_energy_ev": -0.2
}



[3]
{
  "formula": "C22H29BrN2O4",
  "method": "the ωB97M-V functional and the def2-TZVPD basis",
  "species": ["C", "H", "H", "C", "H", "H", "C", "N", "H", "C", "C", "C", "C", "C", "C", "C", "H", "O", "C", "H", "H", "H", "O", "C", "H", "H", "C", "O", "N", "H", "C", "C", "C", "C", "C", "C", "C", "C", "H", "H", "H", "H", "H", "H", "H", "H", "H", "H", "Br", "H", "H", "H", "C", "O", "H", "H", "H", "H"],
  "positions_angstrom": [[0.048, -3.906, 1.345], [0.108, -4.915, 1.746], [0.429, -3.218, 2.096], [0.870, -3.801, 0.067], [0.480, -4.495, -0.684], [1.900, -4.092, 0.291], [0.886, -2.386, -0.519], [1.895, -2.203, -1.564], [1.959, -3.047, -2.125], [3.217, -1.808, -1.088], [3.119, -0.391, -0.589], [3.166, -0.032, 0.745], [2.898, 1.266, 1.162], [2.570, 2.238, 0.236], [2.555, 1.908, -1.138], [2.830, 0.608, -1.519], [2.794, 0.323, -2.558], [2.215, 2.918, -1.979], [2.158, 2.651, -3.360], [1.392, 1.903, -3.591], [1.893, 3.596, -3.829], [3.126, 2.316, -3.745], [2.213, 3.518, 0.549], [1.661, 3.733, 1.832], [1.285, 4.760, 1.817], [2.412, 3.654, 2.627], [0.505, 2.766, 2.141], [0.285, 2.365, 3.263], [-0.195, 2.418, 1.049], [0.049, 2.831, 0.161], [-1.219, 1.399, 1.041], [-2.575, 1.954, 0.591], [-3.591, 0.848, 0.563], [-3.579, -0.079, -0.473], [-4.486, -1.123, -0.490], [-5.418, -1.253, 0.527], [-5.434, -0.335, 1.563], [-4.524, 0.707, 1.581], [-4.539, 1.419, 2.394], [-6.158, -0.432, 2.359], [-6.127, -2.067, 0.512], [-4.467, -1.838, -1.300], [-2.851, 0.017, -1.265], [-2.466, 2.383, -0.408], [-2.889, 2.743, 1.277], [-0.916, 0.595, 0.362], [-1.288, 1.009, 2.059], [2.914, 1.491, 2.216], [3.563, -1.310, 2.104], [3.902, -1.851, -1.939], [3.607, -2.470, -0.302], [1.102, -1.667, 0.277], [-0.455, -1.981, -1.147], [-0.369, -0.675, -1.665], [0.506, -0.625, -2.081], [-1.257, -1.979, -0.408], [-0.713, -2.689, -1.950], [-0.997, -3.673, 1.160]],
  "forces_ev_per_angstrom": [[0.075, -0.076, -0.195], [-0.069, -0.070, 0.099], [0.008, 0.090, 0.118], [0.022, 0.322, 0.103], [0.066, -0.052, -0.068], [0.028, -0.032, -0.091], [-0.323, -0.181, -0.141], [-0.020, -0.173, -0.247], [0.014, 0.038, 0.022], [0.076, -0.061, 0.039], [0.171, -0.042, 0.399], [0.095, -0.212, -0.182], [-0.025, 0.302, -0.031], [0.134, -0.174, -0.215], [-0.021, 0.049, 0.129], [-0.004, 0.307, 0.028], [-0.041, 0.010, -0.173], [0.040, 0.032, 0.394], [-0.024, -0.047, -0.223], [0.039, 0.005, 0.002], [0.014, -0.093, -0.018], [-0.031, -0.011, 0.023], [0.090, -0.075, -0.297], [-0.056, -0.016, 0.409], [0.047, -0.123, 0.044], [-0.150, -0.068, -0.091], [0.302, 0.284, -0.325], [0.017, -0.036, 0.398], [-0.274, 0.106, -0.373], [0.145, -0.014, 0.115], [-0.175, -0.044, 0.110], [0.171, -0.207, 0.125], [-0.018, 0.146, -0.053], [-0.025, -0.006, 0.027], [0.005, -0.074, -0.063], [-0.077, -0.083, 0.026], [-0.069, -0.051, 0.062], [0.024, 0.005, -0.013], [0.008, 0.092, 0.079], [-0.058, -0.006, 0.061], [-0.056, -0.059, -0.003], [-0.003, -0.055, -0.075], [0.119, 0.024, -0.116], [-0.025, 0.076, 0.004], [0.019, 0.045, -0.047], [-0.023, 0.012, 0.094], [-0.005, -0.019, -0.124], [-0.030, 0.051, 0.100], [-0.061, 0.079, -0.031], [0.000, -0.016, 0.083], [-0.011, 0.129, -0.142], [-0.012, -0.022, -0.020], [0.194, -0.181, 0.203], [-0.098, 0.374, -0.124], [0.018, -0.066, 0.024], [-0.010, -0.074, -0.017], [-0.008, -0.071, 0.107], [-0.140, 0.012, 0.070]],
  "mulliken_charge": [-1.31, 0.40, 0.31, -0.60, 0.38, 0.31, 1.01, -0.28, 0.31, -1.74, 0.31, -0.35, -0.28, 0.37, 1.19, -0.70, 0.61, -0.48, -0.92, 0.32, 0.27, 0.36, -0.54, -0.67, 0.41, 0.36, 0.58, -0.68, 0.02, 0.33, -0.13, -0.93, 0.34, -0.17, -0.70, -0.46, -0.54, -0.51, 0.36, 0.38, 0.39, 0.41, 0.46, 0.38, 0.43, -0.19, 0.35, 0.50, -0.16, 0.58, 0.29, -0.31, -0.96, -0.53, 0.33, 0.47, 0.31, 0.32],
  "charge": 0,
  "de_lowest_kj_mol": 0.0,
  "total_energy_ev": -104497.4775,
  "homo_ev": -8.374,
  "lumo_energy_ev": 0.6
}



Respective HOMO-LUMO gap values: 5.3; 4.3; 9.0 eV.